(1)
98
Properties=species:S:1:pos:R:3:forces:R:3 method="wB97M-V/def2-TZVPD" gap_ha="0.27149 / 0.19241" max_force_ev_per_a=1.7 relative_energy_kcal_mol=47.4 spin_multiplicity=3 total_charge=+1 s2=2.021
Ni 0.720709 1.064485 -0.140643 1.175 0.134 0.231
C 2.979304 3.618320 6.842434 -0.030 -0.012 -0.008
C 2.988275 2.252767 6.599925 0.008 0.002 0.070
C 2.505016 1.766049 5.395868 -0.001 0.007 -0.070
C 2.024255 2.652509 4.432470 -0.120 -0.544 0.002
C 2.015646 4.025651 4.674085 -0.007 -0.042 -0.037
C 2.502745 4.499812 5.879883 -0.033 0.100 -0.002
P 1.503938 1.949508 2.849349 0.530 1.437 -0.733
C 0.148443 3.008348 2.274554 -0.225 -0.535 0.105
C -0.886653 3.213501 3.193851 0.061 -0.079 0.043
C -2.007212 3.946411 2.847850 -0.014 -0.023 0.025
C -2.129992 4.459787 1.562664 -0.008 -0.028 0.028
C -1.120966 4.244715 0.635595 -0.022 -0.044 -0.046
C 0.013598 3.519811 0.977531 0.350 0.283 -0.170
C 2.861134 2.028389 1.693622 0.101 -0.290 0.161
C 4.148324 2.323976 2.172123 0.011 0.081 0.126
C 5.200894 2.338248 1.284863 0.083 0.058 0.211
C 4.987821 1.988437 -0.044831 -0.127 -0.094 -0.254
C 3.718760 1.652666 -0.501750 0.176 0.148 0.241
C 2.617169 1.662688 0.351166 -1.233 -0.136 0.124
H 3.331924 4.002586 7.790230 0.056 -0.010 -0.015
H 3.366398 1.570840 7.349508 -0.024 -0.014 -0.006
H 2.495410 0.701629 5.192240 0.045 -0.007 0.040
H 1.641026 4.709207 3.923362 0.010 0.031 0.010
H 2.509771 5.564592 6.072074 -0.015 -0.004 0.003
H -0.790480 2.807954 4.194198 -0.082 -0.004 0.009
H -2.783156 4.113164 3.583212 -0.009 0.016 -0.022
H -2.998904 5.045431 1.292923 -0.011 -0.026 -0.010
H -1.201400 4.666253 -0.358349 0.019 0.011 0.014
H 0.841174 3.485392 0.266467 -0.145 -0.200 0.193
H 4.302146 2.574691 3.214021 0.075 -0.005 -0.011
H 6.189953 2.611813 1.627583 0.007 -0.031 -0.012
H 5.825668 1.959734 -0.731329 0.013 0.017 0.025
H 3.608150 1.343526 -1.534591 0.004 0.077 -0.022
C 1.189918 0.044933 -8.234581 -0.034 -0.064 0.032
C 1.186508 0.066236 -6.732185 -0.007 0.015 -0.033
C 1.065208 1.260908 -6.029216 -0.012 -0.046 0.001
C 1.096424 1.271672 -4.642272 0.013 0.015 0.076
C 1.225328 0.074940 -3.959456 0.201 0.239 0.118
C 1.350235 -1.128352 -4.634659 -0.030 -0.115 0.069
C 1.323685 -1.125363 -6.017723 -0.009 0.056 0.065
S 1.381826 0.079922 -2.161020 -0.632 -0.190 -1.047
O 2.135233 -1.132015 -1.816492 0.399 -0.180 0.106
C -0.397567 -0.193565 -1.837587 -0.108 -0.075 0.108
C -1.239163 0.901145 -2.162653 0.047 0.064 -0.097
C -2.591771 0.794003 -2.023922 0.000 0.038 0.054
C -3.169537 -0.397110 -1.530982 0.099 -0.171 -0.005
C -4.571838 -0.545891 -1.432045 -0.137 -0.023 0.056
C -5.115645 -1.692096 -0.927922 -0.047 0.112 -0.011
C -4.280470 -2.730563 -0.469715 0.141 -0.049 0.053
C -2.921597 -2.623155 -0.562461 -0.095 -0.077 0.005
C -2.328527 -1.468849 -1.128561 0.018 0.221 -0.111
C -0.915176 -1.354912 -1.298890 0.036 0.090 -0.132
C -0.047116 -2.487974 -0.876371 0.084 -0.164 0.188
C -0.000427 -3.683564 -1.643560 0.152 -0.001 0.064
C -0.702051 -3.813814 -2.867950 -0.037 -0.080 -0.021
C -0.633773 -4.972766 -3.587464 -0.045 0.152 0.024
C 0.145637 -6.052108 -3.124299 0.076 -0.108 0.057
C 0.853637 -5.945297 -1.961935 0.027 -0.077 -0.073
C 0.810336 -4.758792 -1.192357 -0.164 0.198 -0.070
C 1.560709 -4.610694 -0.003291 0.000 -0.005 0.017
C 1.521940 -3.448212 0.709646 0.067 -0.001 0.308
C 0.695664 -2.403766 0.275388 -0.126 0.238 -0.573
S 0.759728 -0.827209 1.126114 -1.316 -0.562 0.944
O 1.702709 -0.986042 2.252604 0.429 0.092 0.002
C -0.892444 -0.865805 1.874991 0.004 0.253 -0.207
C -1.840204 0.068341 1.485542 0.159 -0.042 0.099
C -3.105260 0.058142 2.050382 0.002 -0.085 0.058
C -3.431586 -0.872482 3.029464 -0.092 0.123 -0.023
C -4.796138 -0.882156 3.657183 0.038 -0.063 0.034
C -2.459139 -1.787091 3.433363 0.085 -0.069 -0.005
C -1.199692 -1.791822 2.862158 0.184 -0.113 -0.028
H 1.225342 1.050325 -8.649088 -0.003 -0.002 -0.013
H 0.293428 -0.451489 -8.610353 -0.003 0.029 -0.026
H 2.048518 -0.515318 -8.605595 0.006 0.029 -0.029
H 0.969622 2.194916 -6.568582 0.015 -0.007 -0.018
H 1.046758 2.208681 -4.098344 0.022 0.012 -0.036
H 1.492673 -2.042340 -4.070376 0.006 -0.015 -0.037
H 1.429397 -2.059796 -6.555640 0.006 -0.003 -0.001
H -0.797121 1.793258 -2.592144 -0.052 0.027 0.016
H -3.242979 1.615755 -2.296426 0.030 0.008 -0.037
H -5.209432 0.261763 -1.771209 0.016 0.008 0.004
H -6.189998 -1.809213 -0.873577 -0.001 0.030 0.012
H -4.723299 -3.621957 -0.045076 0.014 -0.008 -0.004
H -2.287428 -3.425562 -0.211410 -0.002 -0.019 -0.005
H -1.289304 -2.979593 -3.229327 -0.037 -0.013 -0.026
H -1.177021 -5.065672 -4.518696 0.002 0.009 -0.003
H 0.183855 -6.966223 -3.701931 0.022 -0.003 0.009
H 1.470458 -6.766047 -1.616911 -0.015 -0.007 0.007
H 2.183297 -5.432190 0.328062 0.009 0.004 0.004
H 2.106601 -3.307270 1.609785 0.036 -0.012 -0.039
H -1.605933 0.813231 0.736224 0.046 0.114 -0.159
H -3.845773 0.776012 1.718681 0.005 0.019 0.021
H -5.447823 -0.141968 3.196620 -0.020 -0.010 0.007
H -4.727407 -0.664454 4.724453 -0.030 0.009 -0.006
H -5.260211 -1.864331 3.557256 -0.026 0.012 -0.007
H -2.696113 -2.510944 4.203951 -0.001 -0.001 0.004
H -0.444598 -2.501238 3.180227 -0.031 -0.026 0.017

***

(2)
113
Properties=species:S:1:pos:R:3:forces:R:3 method="wB97M-V/def2-TZVPD" gap_ha="0.17744 / 0.17697" max_force_ev_per_a=0.9 relative_energy_kcal_mol=0.0 total_charge=-1
Ti -0.191858 -1.854898 0.129491 -0.414 -0.097 -0.220
C 4.562964 -6.150224 0.936577 -0.168 0.007 0.082
C 5.167798 -5.440308 -0.131274 -0.068 0.146 -0.137
C 4.464658 -4.499436 -0.848591 0.194 -0.163 0.047
C 3.132102 -4.255332 -0.480154 -0.049 0.356 -0.265
C 2.164216 -3.330659 -0.970218 -0.008 -0.112 0.332
N 1.023518 -3.438736 -0.205254 -0.128 -0.525 -0.497
C 1.209388 -4.453768 0.712845 0.298 0.086 -0.071
N 0.308400 -4.928513 1.591829 -0.084 -0.089 -0.132
C -0.796487 -4.320879 1.834036 0.011 0.090 -0.004
C -1.800397 -4.812659 2.781713 0.004 -0.132 0.032
C -1.899219 -6.008746 3.477062 0.080 -0.031 0.002
C -2.977939 -6.171339 4.335683 -0.067 0.097 -0.008
C -3.940462 -5.163777 4.479543 0.114 -0.069 -0.051
C -3.846788 -3.979712 3.761583 -0.012 0.045 -0.027
C -2.758057 -3.822242 2.915445 -0.080 0.060 0.093
C -2.399227 -2.746319 1.990642 -0.174 0.341 -0.251
N -3.186892 -1.755743 1.720852 0.192 -0.523 0.136
C -3.017715 -0.967032 0.651362 0.021 0.415 -0.372
N -1.972876 -1.006488 -0.260000 -0.610 -0.264 -0.438
C -2.324896 -0.234133 -1.346889 -0.306 0.118 0.609
N -1.628933 -0.047749 -2.479408 0.308 -0.282 -0.219
C -0.472285 -0.576534 -2.682113 -0.166 0.199 0.284
N 0.293961 -1.339544 -1.785079 0.121 0.172 -0.034
C 1.429104 -1.759162 -2.487878 -0.021 0.070 0.159
N 2.342598 -2.566753 -2.073213 -0.146 -0.124 -0.064
C 1.426737 -1.159256 -3.828578 0.038 -0.104 -0.035
C 2.298228 -1.299417 -4.895531 0.124 -0.002 0.031
C 1.970830 -0.661249 -6.083387 -0.125 0.082 0.023
C 0.793732 0.088962 -6.196486 0.112 -0.073 0.027
C -0.085079 0.203580 -5.129119 -0.082 0.063 0.074
C 0.253252 -0.438901 -3.947490 -0.073 0.039 -0.128
C -3.594589 0.370048 -1.091716 0.438 -0.148 -0.314
C -4.364882 1.270440 -1.841279 -0.263 0.177 -0.029
C -5.550617 1.703186 -1.294556 0.173 -0.030 -0.128
C -5.985144 1.244970 -0.025190 0.064 -0.106 0.117
C -5.238301 0.353491 0.707847 -0.258 0.151 0.010
C -4.021991 -0.078118 0.162562 0.284 -0.374 0.337
N -1.172742 -3.050050 1.374539 -0.091 -0.059 0.482
C 2.530131 -4.966885 0.565917 -0.341 0.055 0.255
C 3.251383 -5.929058 1.288804 0.223 -0.161 0.025
H 5.149824 -6.878634 1.485116 -0.021 0.031 -0.041
H 6.202436 -5.645383 -0.382762 -0.048 -0.001 0.019
H 4.914101 -3.955129 -1.672229 -0.025 -0.033 0.065
H -1.154156 -6.785534 3.345607 -0.040 0.066 0.021
H -3.083701 -7.091074 4.898852 0.007 0.033 -0.018
H -4.773437 -5.319981 5.153692 0.007 0.010 -0.009
H -4.594632 -3.199694 3.844328 0.043 -0.046 0.006
H 3.200443 -1.891506 -4.796423 -0.047 0.023 -0.011
H 2.627949 -0.748132 -6.938898 0.016 0.016 0.000
H 0.564397 0.578047 -7.135014 0.008 0.002 0.024
H -1.005105 0.772840 -5.205088 0.076 -0.060 0.010
H -4.024088 1.614782 -2.811586 -0.017 -0.012 0.091
H -6.162689 2.412476 -1.839117 0.010 -0.031 0.036
H -6.925091 1.610246 0.371980 0.031 0.003 -0.021
H -5.561464 0.005415 1.683862 0.028 0.016 -0.108
H 2.784250 -6.467822 2.106225 0.027 0.046 -0.070
O 5.603295 -1.547955 1.923156 0.237 0.010 0.022
C 4.290247 -1.400269 1.709296 0.070 -0.105 0.169
C 3.764808 -0.694676 0.647145 -0.062 0.321 -0.446
C 2.400199 -0.665540 0.484341 0.022 0.086 0.255
N 1.523222 -1.267504 1.322933 0.886 0.173 -0.001
C 2.069303 -1.848520 2.394839 -0.174 -0.146 0.195
Br 0.946293 -2.522280 3.751442 -0.015 0.150 0.084
C 3.420046 -1.960842 2.626659 -0.034 -0.082 0.224
H 6.097974 -1.141935 1.202370 0.033 -0.009 -0.001
H 4.403610 -0.186560 -0.068998 -0.091 -0.083 0.031
H 1.948427 -0.092763 -0.311469 -0.036 -0.019 -0.137
H 3.791193 -2.474008 3.501580 -0.009 0.020 -0.041
C -2.699469 2.774582 1.398557 0.047 0.055 -0.016
C -1.246240 2.766772 1.874324 -0.065 -0.104 -0.133
P -0.528505 1.079712 2.141797 -0.210 0.144 0.083
C -1.465427 0.584667 3.661889 0.021 0.091 0.039
C -1.284453 1.408073 4.937347 -0.035 -0.064 0.051
C 1.156198 1.505561 2.800040 -0.023 0.087 0.018
C 1.431455 2.919441 3.315692 0.061 -0.024 0.056
H -3.012659 3.798086 1.175338 0.022 -0.069 0.042
H -3.380422 2.374578 2.154717 0.047 -0.008 -0.057
H -2.834931 2.185798 0.488501 0.034 0.090 0.120
H -1.155397 3.331280 2.801609 0.016 0.092 0.028
H -0.624163 3.271152 1.133447 0.050 0.016 0.021
H -1.221015 -0.458221 3.863387 0.018 -0.081 -0.023
H -2.514966 0.583336 3.353762 -0.009 -0.050 0.010
H -0.250864 1.370031 5.294206 -0.083 0.021 -0.041
H -1.918861 1.009048 5.736933 0.069 0.051 -0.081
H -1.559303 2.456316 4.798854 0.034 -0.055 -0.020
H 1.846084 1.304633 1.981064 0.054 -0.009 -0.046
H 1.372713 0.771559 3.581721 0.050 -0.064 0.001
H 1.234193 3.671847 2.550890 -0.002 -0.041 0.032
H 2.487482 3.008490 3.592017 -0.093 0.000 0.003
H 0.837555 3.168973 4.196850 0.001 -0.010 -0.069
O -1.481286 7.443509 -1.188923 -0.039 -0.007 0.011
S -2.057919 8.414621 -2.094379 0.152 0.068 0.042
O -1.314078 9.653496 -2.200015 -0.101 -0.043 0.017
O -1.564774 7.647708 -4.003246 0.541 -0.546 -0.191
C -0.538927 6.891806 -4.186037 -0.556 0.523 0.210
N 0.342764 7.246233 -5.166650 0.192 -0.245 0.026
C 1.419818 6.493301 -5.294993 -0.184 0.115 -0.019
C 1.706038 5.397968 -4.488294 0.160 -0.019 -0.008
C 0.736764 5.090323 -3.545817 -0.199 -0.182 0.204
N -0.381435 5.784588 -3.412009 0.108 0.003 -0.077
C 0.880237 3.916781 -2.619929 -0.043 0.272 -0.170
C 2.120491 3.405284 -2.256675 0.100 -0.083 0.006
C 2.178234 2.333540 -1.380688 -0.102 -0.021 0.006
N 1.101191 1.744140 -0.852805 -0.116 0.356 -0.250
C -0.089080 2.248953 -1.208075 0.172 -0.029 0.065
C -0.246898 3.322289 -2.066784 -0.056 0.007 0.033
H 2.103542 6.774297 -6.093686 0.012 0.004 0.019
H 2.607784 4.813591 -4.614639 -0.057 0.034 -0.032
H 3.033822 3.847001 -2.634927 -0.017 -0.029 0.030
H 3.143758 1.927300 -1.079308 -0.067 0.037 -0.027
H -0.956746 1.764630 -0.770994 0.099 0.087 -0.015
H -1.225532 3.723760 -2.300835 0.048 -0.045 0.018